No. 1
ORCA calculation (ωB97M-V with the def2-TZVPD basis set) on a molecular structure, C37H45N7OPPbSb.

Cartesian coordinates (Å):
Pb: -1.54 2.29 0.37
Sb: 1.33 -2.88 -1.41
P: -3.20 3.37 3.64
O: 0.76 1.19 -1.03
N: -0.58 4.10 4.33
N: -4.72 5.06 1.99
N: -2.88 1.08 1.98
N: 2.16 2.15 -2.53
N: -4.05 0.69 3.79
N: -3.18 3.95 0.89
N: -0.66 3.11 2.39
C: -1.09 -2.42 -3.31
C: -3.26 -0.23 1.98
C: -4.75 0.84 5.07
C: -5.56 5.58 3.08
C: 1.17 -4.51 2.59
C: 2.48 -6.04 1.24
C: 1.08 2.44 -3.48
C: 1.92 1.52 -1.38
C: 1.92 -5.68 2.46
C: -3.72 4.16 2.09
C: 3.11 -2.06 -1.96
C: -3.37 1.63 3.10
C: 2.39 -1.28 -4.30
C: 2.31 -5.24 0.11
C: 1.55 -4.08 0.27
C: -1.39 3.53 3.42
C: 3.50 2.57 -2.93
C: -3.86 4.74 0.00
C: -0.94 4.71 5.62
C: -3.99 -0.48 3.10
C: -1.75 -5.17 -3.06
C: -0.39 -3.29 -2.45
C: -4.82 5.43 0.68
C: -2.42 -4.34 -3.95
C: -2.11 -2.99 -4.06
C: 0.64 3.42 2.65
C: -0.83 -0.95 -3.40
C: 4.75 -1.27 -3.49
C: 0.97 -3.70 1.48
C: 3.42 -1.53 -3.24
C: 0.70 4.05 3.86
C: 3.10 1.23 -0.49
C: 5.74 -1.48 -2.53
C: 4.10 -2.25 -0.97
C: 2.91 -5.66 -1.20
C: -0.75 -4.64 -2.27
C: 5.41 -1.96 -1.26
H: 5.04 -0.91 -4.47
H: 1.81 -0.38 -4.05
H: 0.74 -4.24 3.54
H: 2.65 -6.69 -1.44
H: 1.69 -2.12 -4.41
H: 4.09 1.72 -3.29
H: 3.91 0.76 -1.03
H: -0.51 -0.67 -4.41
H: 0.93 3.51 -3.56
H: -2.02 -6.22 -2.96
H: -1.76 -0.40 -3.20
H: -3.02 -0.90 1.17
H: 2.07 -6.32 3.32
H: -2.68 -2.37 -4.74
H: -2.02 4.77 5.70
H: -4.95 6.15 3.77
H: 2.56 -5.06 -2.06
H: -5.55 6.16 0.35
H: 1.53 4.45 4.42
H: -0.09 -0.59 -2.68
H: -0.56 4.10 6.43
H: 0.17 1.96 -3.14
H: 1.44 3.19 1.97
H: 3.04 -6.96 1.16
H: -4.84 1.90 5.32
H: -0.24 -5.27 -1.55
H: 1.36 2.06 -4.46
H: 6.77 -1.27 -2.77
H: -6.05 4.76 3.59
H: 4.03 3.06 -2.12
H: -6.31 6.23 2.64
H: -4.19 0.33 5.86
H: -4.48 -1.38 3.45
H: 2.86 -1.12 -5.26
H: 3.49 2.16 -0.06
H: 3.84 -2.65 0.00
H: -3.22 -4.75 -4.56
H: -3.62 4.78 -1.05
H: 6.18 -2.12 -0.52
H: 4.00 -5.59 -1.19
H: 0.38 -2.80 1.58
H: -0.52 5.71 5.68
H: 3.41 3.29 -3.75
H: -5.75 0.42 4.99
H: 2.77 0.59 0.33

Total energy: -72615.5791 eV
HOMO: -18.01 eV
M: 963.7 g/mol
Gap between HOMO and LUMO: 5.3 eV
Net charge: +4
Lowest unoccupied orbital energy: -12.68 eV

***

No. 2
ORCA calculation (ωB97M-V with the def2-TZVPD basis set) on 3 unconnected molecules or ions with the total composition C37H46Br2F7O8PS2 at a distorted geometry.

Cartesian coordinates (Å):
Br: 2.43 -4.31 -3.83
Br: 5.21 -5.79 -2.71
S: 3.90 4.71 -6.75
S: 2.16 4.90 -1.07
P: 3.13 -0.58 -1.95
F: -2.46 -1.85 6.59
F: 1.06 -0.87 5.36
F: -3.11 -0.90 4.33
F: -0.60 -2.44 4.34
F: 0.14 -2.71 6.60
F: -1.14 -0.03 7.39
F: -3.23 1.07 5.61
O: 1.36 4.37 4.37
O: 2.49 -0.60 -3.60
O: 3.03 4.57 -5.53
O: -2.79 -0.88 1.41
O: 4.65 -1.44 -2.03
O: 0.86 1.80 -0.94
O: 1.90 2.12 6.59
O: 2.49 5.61 0.20
C: -3.57 -4.77 -3.38
C: 0.67 -4.03 -0.06
C: 1.81 -3.20 -0.95
C: 4.52 -4.69 0.22
C: 3.10 5.69 -2.40
C: -4.67 -2.41 -4.40
C: -3.65 -3.15 -3.62
C: -5.74 -1.49 -3.51
C: 0.29 1.46 1.64
C: 5.47 5.43 -6.21
C: -1.52 -0.63 1.65
C: -1.60 -4.09 1.65
C: 2.85 -4.11 -1.84
C: -2.52 -5.04 0.62
C: 1.08 2.76 2.25
C: 3.33 6.16 -7.66
C: 0.68 3.15 3.80
C: 0.65 0.96 0.08
C: -0.18 -1.66 5.56
C: -2.25 0.08 5.00
C: -0.42 -1.59 0.82
C: 0.71 -0.71 -0.04
C: -0.84 0.59 2.51
C: -0.60 2.87 6.24
C: 1.81 -1.53 -0.93
C: -0.41 2.27 4.72
C: -1.22 0.94 4.10
C: 0.54 5.48 -1.62
C: 4.08 -4.78 -1.35
C: -0.47 -3.23 0.83
C: -3.76 -5.26 -1.83
C: -4.26 -3.22 -0.23
C: -4.73 -2.44 -6.06
C: 1.03 4.29 7.78
C: -3.04 -4.25 -0.72
C: -1.45 -0.80 6.17
C: 0.74 2.78 7.19
H: -2.80 -2.50 -3.09
H: -6.07 -0.58 -4.17
H: 4.01 6.36 -8.49
H: 2.80 5.28 -3.36
H: 4.58 -3.59 0.63
H: 5.28 6.34 -5.63
H: -5.78 -2.72 -6.48
H: 5.99 4.70 -5.58
H: -5.08 -1.04 -2.62
H: 3.27 7.02 -6.99
H: 4.17 5.50 -2.24
H: 0.69 -5.22 -0.09
H: 2.93 6.77 -2.38
H: 5.62 -5.15 0.29
H: 0.32 5.07 -2.61
H: 1.57 -0.17 -3.59
H: -3.86 -3.13 -6.43
H: -2.32 -3.43 2.32
H: 0.43 2.12 8.14
H: -2.19 -3.70 -1.31
H: 1.58 4.96 3.57
H: -4.89 -5.46 -1.59
H: 1.81 4.91 7.17
H: -4.44 -1.34 -6.41
H: -1.92 -6.03 0.36
H: -1.07 -4.86 2.37
H: -4.48 -3.29 0.92
H: -6.63 -2.12 -3.08
H: -3.47 -5.38 1.22
H: -0.21 5.12 -0.91
H: -5.27 -3.45 -0.82
H: -3.20 -6.30 -1.73
H: -3.94 -2.14 -0.57
H: 0.52 6.57 -1.65
H: 3.86 -5.41 0.90
H: 6.08 5.66 -7.08
H: 1.87 3.34 1.59
H: 2.49 2.89 6.27
H: 0.02 4.92 7.91
H: 1.43 4.14 8.89
H: -2.49 -5.12 -3.72
H: 2.33 5.95 -8.06
H: 5.21 -1.23 -1.21
H: -0.82 4.03 6.10
H: -1.49 2.44 6.85
H: -4.37 -5.30 -4.05

Total energy: -245527.7712 eV
HOMO: -6.96 eV
M: 1006.7 g/mol
Gap between HOMO and LUMO: 5.2 eV
Lowest unoccupied orbital energy: -1.74 eV

***

No. 3
ORCA calculation (ωB97M-V with the def2-TZVPD basis set) on a molecular structure, C37H46N10O6SSc.

Cartesian coordinates (Å):
Sc: -0.89 0.24 -0.54
S: 1.58 -0.51 -3.06
O: -0.47 1.84 -2.00
O: 6.64 1.51 3.41
O: 6.44 -0.31 2.18
O: -4.12 0.44 1.93
O: -2.58 -0.54 0.62
O: 0.85 -0.40 -1.72
N: -5.01 -1.63 3.01
N: 0.87 3.57 -2.54
N: -3.09 -1.39 -2.40
N: 1.11 -1.79 3.23
N: -2.05 2.18 0.21
N: 0.08 -0.82 1.22
N: -2.80 -0.20 -2.21
N: -0.21 2.37 -4.18
N: 0.64 1.84 0.74
N: -1.15 -2.02 -1.16
C: 2.09 -4.02 3.56
C: 4.03 0.39 1.09
C: 2.53 2.40 2.26
C: 2.83 0.81 -3.13
C: 4.14 0.12 -3.50
C: -2.51 -3.68 -2.24
C: -0.53 -4.33 -1.10
C: -5.53 2.43 -4.05
C: 3.22 -3.37 4.36
C: 4.59 1.14 2.12
C: 3.48 -1.95 3.88
C: -3.99 3.57 0.36
C: -3.25 4.63 0.84
C: 3.83 2.15 2.69
C: -3.76 0.69 -2.82
C: -5.91 1.11 -3.79
C: -3.88 -1.89 2.06
C: -0.32 -2.99 -0.79
C: 2.81 -1.83 -2.86
C: 1.98 1.65 1.22
C: 2.22 -1.11 3.94
C: 0.57 -1.28 2.17
C: -2.21 -2.37 -1.89
C: 0.04 2.57 -2.87
C: 2.74 0.63 0.65
C: -3.35 2.37 0.07
C: -3.49 -0.52 1.49
C: 4.18 -1.17 -2.68
C: 0.08 2.96 0.99
C: 0.83 -3.19 3.63
C: -4.27 2.87 -3.68
C: -1.65 -4.68 -1.83
C: -3.39 2.01 -3.05
C: 5.97 0.72 2.57
C: -1.33 3.21 0.71
C: -1.88 4.43 1.03
C: -5.02 0.24 -3.19
H: -3.39 -3.87 -2.84
H: -5.06 3.65 0.21
H: 4.16 -0.11 -4.57
H: 1.21 4.25 -3.20
H: -6.23 3.10 -4.53
H: 0.19 -5.07 -0.77
H: 1.03 3.75 -1.56
H: 2.40 -4.13 2.52
H: 4.25 -1.47 4.49
H: 1.97 3.16 2.78
H: -1.84 -5.71 -2.09
H: 2.47 -2.44 -2.03
H: 4.13 -3.96 4.28
H: 2.95 -3.36 5.43
H: -4.80 -1.90 3.97
H: -3.93 1.53 -0.28
H: 4.20 2.74 3.52
H: 2.87 1.23 -2.12
H: 4.62 -0.41 0.67
H: -0.90 1.67 -4.43
H: 4.98 0.77 -3.30
H: 3.86 -1.96 2.86
H: -1.26 5.22 1.44
H: 1.88 -0.97 4.97
H: 1.88 -5.02 3.94
H: -5.88 -2.07 2.74
H: 4.35 -0.94 -1.63
H: -3.98 3.90 -3.87
H: 0.11 2.99 -4.90
H: 0.61 3.78 1.47
H: -2.42 2.35 -2.73
H: -5.32 -0.79 -3.00
H: 6.18 2.34 3.59
H: 0.03 -3.57 2.99
H: -5.10 -0.58 2.95
H: -3.71 5.57 1.08
H: -4.22 -2.57 1.27
H: 2.34 -0.12 3.49
H: 0.45 -3.15 4.66
H: -3.05 -2.35 2.59
H: 4.97 -1.84 -3.00
H: 0.55 -2.68 -0.22
H: 2.50 1.56 -3.83
H: 2.31 0.02 -0.12
H: 2.76 -2.42 -3.77
H: -6.89 0.77 -4.07

Total energy: -97821.5834 eV
HOMO: -15.77 eV
M: 803.9 g/mol
Gap between HOMO and LUMO: 7.7 eV
Net charge: +3
Lowest unoccupied orbital energy: -8.06 eV

***

No. 4
ORCA calculation (ωB97M-V with the def2-TZVPD basis set) on a molecular structure, C37H46O8P2W.

Cartesian coordinates (Å):
W: -0.99 -0.88 -0.94
P: -0.22 1.95 0.81
P: 1.92 -0.20 0.64
O: 0.74 -1.11 0.09
O: -2.97 -0.88 0.02
O: -2.09 -0.09 -2.90
O: -0.11 -2.41 -2.19
O: -1.13 0.84 0.17
O: -2.86 -2.48 -2.17
O: 0.34 0.23 -2.30
O: -1.39 -2.74 0.05
C: -2.92 -2.24 -3.57
C: 0.06 5.74 -0.56
C: -0.14 -3.78 -1.66
C: -0.58 3.51 0.08
C: -0.28 1.47 -2.77
C: 1.49 1.54 0.39
C: -2.26 5.06 -0.69
C: 2.67 -1.11 5.02
C: -0.35 -3.74 -0.17
C: 1.14 -1.97 -2.82
C: -3.03 -0.76 -3.80
C: -3.00 -1.54 1.32
C: 5.02 -2.19 -0.92
C: 2.88 0.37 3.13
C: 3.82 -1.88 -0.30
C: -0.41 1.97 2.56
C: -4.18 -1.07 -0.79
C: 1.94 -2.01 4.25
C: -0.63 2.05 5.32
C: 4.18 0.47 -0.82
C: -4.11 -2.40 -1.47
C: 3.39 -0.54 -0.26
C: 5.38 0.14 -1.44
C: 1.67 -1.73 2.92
C: -1.59 1.15 -3.47
C: -1.27 6.02 -0.86
C: -0.28 3.20 4.62
C: -0.87 0.86 4.64
C: -1.92 3.80 -0.21
C: 5.79 -1.18 -1.49
C: 0.41 4.48 -0.09
C: -0.18 3.17 3.24
C: 2.13 -0.53 2.36
C: 0.85 -0.62 -3.39
C: -1.89 -2.59 1.41
C: -0.76 0.81 3.26
C: 3.14 0.08 4.46
H: -4.14 -3.22 -0.76
H: -1.14 -0.03 5.20
H: 1.93 -1.95 -2.07
H: -2.30 1.96 -3.32
H: -0.92 -0.11 2.73
H: 3.29 1.28 2.70
H: 1.39 -2.66 -3.62
H: -2.27 -3.55 1.74
H: 3.88 1.51 -0.77
H: -4.03 -0.36 -3.61
H: 0.82 6.50 -0.68
H: -3.29 5.29 -0.91
H: -4.96 -2.52 -2.15
H: -0.44 2.08 -1.89
H: -2.88 -0.77 2.07
H: 1.76 -0.16 -3.78
H: -3.98 -1.99 1.44
H: -5.04 -0.98 -0.12
H: 5.36 -3.22 -0.94
H: 6.73 -1.43 -1.97
H: 0.10 -0.67 -4.17
H: 0.54 -3.44 0.38
H: 0.06 4.08 2.70
H: 1.67 1.79 -0.66
H: -3.76 -2.76 -4.03
H: -4.20 -0.23 -1.48
H: 0.79 -4.28 -1.90
H: 3.25 -2.66 0.19
H: 6.00 0.92 -1.86
H: -0.12 4.13 5.16
H: 2.89 -1.34 6.05
H: 1.14 -2.44 2.31
H: 1.45 4.28 0.15
H: -2.76 -0.52 -4.83
H: -0.71 -4.70 0.19
H: 0.41 1.98 -3.44
H: -0.97 -4.27 -2.16
H: -0.73 2.08 6.40
H: 3.72 0.76 5.06
H: 2.15 2.15 1.01
H: -1.07 -2.27 2.05
H: -1.54 7.01 -1.22
H: 1.61 -2.94 4.68
H: -2.69 3.05 -0.05
H: -1.46 1.00 -4.54
H: -2.00 -2.62 -3.99

Total energy: -75862.1567 eV
HOMO (spin up / spin down): -18.94 / -18.94 eV
Multiplicity: 3
M: 864.6 g/mol
⟨S²⟩: 2.0064
Gap between HOMO and LUMO (spin up / spin down): 7.3 / 7.3 eV
Net charge: +4
Lowest unoccupied orbital energy (spin up / spin down): -11.61 / -11.62 eV

***

No. 5
ORCA calculation (ωB97M-V with the def2-TZVPD basis set) on a molecular structure, C37H47ClIN4O7P2S2 at a distorted geometry.

Cartesian coordinates (Å):
I: 3.67 -0.77 1.06
Cl: -0.86 0.14 -2.87
S: -0.97 5.17 1.18
S: 1.44 0.27 -1.58
P: -0.94 1.80 1.87
P: -1.69 4.42 -0.43
O: -3.25 4.90 -0.52
O: 1.84 4.69 -0.98
O: -1.02 5.31 -1.67
O: 1.34 3.14 -2.47
O: -2.84 -3.43 -1.42
O: -2.42 2.49 2.05
O: 0.07 2.52 2.98
N: -7.36 6.03 0.51
N: -1.14 -0.24 -1.17
N: 5.92 4.32 -0.67
N: 4.49 -7.83 -2.06
C: -2.35 -4.76 -1.38
C: -0.60 -4.48 0.54
C: -5.02 2.39 0.16
C: 5.81 5.02 2.02
C: 0.53 -0.56 0.81
C: -0.96 -4.93 -0.74
C: 0.03 0.38 -0.34
C: -8.68 6.69 2.40
C: -2.46 0.20 -0.70
C: -6.29 6.02 1.31
C: 7.01 4.28 0.11
C: -7.56 6.67 3.22
C: 1.43 3.58 -1.14
C: -8.52 6.36 1.07
C: 1.70 -0.10 1.73
C: 0.74 -4.67 0.99
C: 5.58 -9.67 -0.27
C: 0.04 -5.57 -1.52
C: -2.06 -2.49 -2.17
C: -1.42 2.61 -0.78
C: 4.67 5.07 1.24
C: -4.02 2.02 -0.40
C: 3.80 -8.89 -1.64
C: -2.70 1.71 -1.05
C: -0.26 1.90 0.09
C: 5.73 -7.69 -1.58
C: -6.33 6.33 2.66
C: 1.08 2.74 0.10
C: 7.01 4.62 1.45
C: 1.71 -5.30 0.20
C: -1.13 -1.75 -1.14
C: 4.29 -9.84 -0.75
C: 6.32 -8.58 -0.69
C: 1.36 -5.76 -1.10
C: 1.50 -0.88 3.09
C: 4.78 4.71 -0.10
C: -1.30 -3.11 -3.39
H: 1.08 -4.31 1.97
H: 1.98 2.11 0.27
H: 3.92 4.73 -0.75
H: 7.92 4.56 2.03
H: -9.65 6.95 2.80
H: 0.94 -1.52 0.42
H: 1.13 3.44 0.95
H: 5.77 5.30 3.07
H: 1.95 -0.34 3.95
H: -1.21 -2.29 -4.14
H: -2.42 -5.32 -2.34
H: 2.08 -6.24 -1.79
H: -2.45 3.15 2.77
H: -1.90 -3.89 -3.89
H: -9.37 6.36 0.39
H: -7.64 6.92 4.27
H: -5.35 5.75 0.83
H: 3.72 5.39 1.64
H: -2.50 0.01 0.40
H: 2.75 -5.44 0.51
H: -0.23 -5.93 -2.53
H: 1.85 -1.02 -1.47
H: 6.01 -10.39 0.42
H: 1.74 0.96 2.02
H: -0.20 2.16 3.84
H: 2.11 2.56 -2.63
H: 7.33 -8.41 -0.34
H: -3.05 -5.32 -0.71
H: 3.69 -10.68 -0.45
H: -0.94 2.64 -1.79
H: -3.44 4.91 -1.48
H: 0.42 -0.97 3.34
H: 2.79 -8.98 -2.04
H: -0.35 -0.88 1.40
H: -2.81 -1.82 -2.63
H: 7.92 3.96 -0.39
H: -2.93 1.70 -2.14
H: -0.11 -2.15 -1.33
H: -1.33 -3.98 1.19
H: -1.01 4.79 -2.49
H: -0.27 -3.42 -3.16
H: 1.87 -1.92 3.03
H: -3.33 -0.34 -1.12
H: -5.44 6.30 3.27
H: 6.26 -6.82 -1.93
H: -1.50 -2.04 -0.14
H: -5.82 2.70 0.82

Total energy: -120284.2144 eV
HOMO: -10.85 eV
M: 948.2 g/mol
Gap between HOMO and LUMO: 6.8 eV
Net charge: +1
Lowest unoccupied orbital energy: -4.01 eV

***

total energy of number 2 (C37H46Br2F7O8PS2)?
-245527.7712 eV

***

What is the M in the second record?
1006.7 g/mol